This record from the Open Molecules 2025 dataset describes one molecule with the formula C3H7NO at a distorted geometry. The level of theory is wB97M-V/def2-TZVPD.

## Properties
2S+1	1
SMILES	CC(C)=NO
charge	0
energy above the lowest of the compared OMol25 structures with the same formula, charge and spin	78.4	kcal/mol
E_tot	-248.40158	Eh
frontier orbital gap	9.7	eV
HOMO	-9.0249	eV

The geometry in XYZ format:
```
12
Properties=species:S:1:pos:R:3:forces:R:3:nbo_charge:R:1
H -1.91508 0.56751 -0.38234 0.2 -0.1 0.1 0.241
C 1.23277 -0.87259 0.22497 0.2 -0.4 -0.2 -0.654
C 0.24040 0.17157 -0.12809 0.3 -0.7 -1.2 0.173
N 0.67761 1.19889 -0.76745 0.9 -0.6 1.3 -0.114
O -0.16843 2.26637 -0.48269 -1.0 0.0 0.7 -0.546
H 2.24081 -0.45685 0.18050 -0.1 -0.2 -0.1 0.239
H -0.39692 1.90017 0.40753 -0.8 2.0 -0.8 0.454
H -1.30421 -1.05041 -0.73674 -0.1 0.1 0.3 0.236
H 1.05745 -1.24093 1.24406 -0.1 0.1 -0.2 0.222
H -1.55874 -0.57406 0.94182 0.1 0.1 0.0 0.224
C -1.22871 -0.20663 -0.03180 0.0 0.1 0.2 -0.696
H 1.12307 -1.70303 -0.46977 0.2 -0.4 0.1 0.220
```
Forces are in eV/Å.

This record from the Open Molecules 2025 dataset describes a 2-piece molecular cluster, C13H20F2N2O7S2 overall at a distorted geometry. The level of theory is wB97M-V/def2-TZVPD.

## Properties
2S+1	1
charge	0
E_tot	-2139.40888	Eh
frontier orbital gap	6.9	eV
HOMO	-9.2685	eV

The geometry in XYZ format:
```
46
Properties=species:S:1:pos:R:3:forces:R:3:nbo_charge:R:1
O -1.60644 0.77704 3.46240 0.2 0.7 0.3 -0.959
H -4.25017 -1.93496 2.13982 0.7 1.1 -1.0 0.256
H 2.07938 -1.25098 2.80582 0.8 0.2 -2.0 0.277
C 2.35517 0.15627 -2.83306 -0.3 -1.0 0.7 -0.447
O 2.20407 -1.72388 -5.86763 1.4 -0.7 0.9 -0.713
H -0.11262 2.19151 -0.67109 0.1 -1.7 -0.3 0.278
C -1.46083 0.31862 -0.45619 0.9 0.1 -0.5 -0.458
H -3.54938 -0.15509 2.11742 -0.2 -1.8 -0.7 0.259
C -3.83752 -1.06225 0.03666 0.0 -4.4 -1.3 0.800
O -1.79262 1.59540 6.52173 0.3 0.5 -1.4 -0.917
H 4.00396 -1.98657 1.27680 -0.6 0.5 -0.3 0.443
H -2.81615 1.54646 -1.80413 -0.1 -1.9 0.6 0.210
H 2.90832 -2.16972 -6.38606 -0.7 0.4 0.3 0.474
H 2.32541 -3.04960 -4.16877 0.2 1.3 -0.6 0.172
H 4.30625 -1.44522 -1.15185 -1.3 0.5 1.4 0.250
C -3.55370 -1.19969 1.62047 0.6 1.7 -0.2 -0.733
C 2.17798 -0.97958 1.69608 -2.0 2.0 -3.1 0.052
O -3.95279 0.17814 -0.65347 1.4 -1.4 0.8 -0.544
C 2.33183 -0.22538 -1.28240 -0.2 -0.4 3.5 -0.016
H 0.15249 0.16937 1.76361 1.7 -0.5 -1.2 0.310
H -2.58396 -0.28375 -2.29024 -0.5 1.1 1.2 0.194
C 2.51506 -1.96323 -4.47207 -1.0 0.3 0.9 -0.065
C -2.73097 0.45772 -1.42572 0.9 0.5 0.4 -0.071
F 0.32334 2.16410 3.40760 0.2 -0.1 0.1 -0.514
C 1.53052 -1.02975 -3.60638 0.5 -0.1 0.7 -0.423
N 3.27338 -1.39691 0.85258 -2.0 1.5 -1.1 -0.482
C 1.03880 -0.13111 1.08682 3.3 -1.5 -1.8 -0.216
H -0.10208 1.07881 -2.17181 -0.1 0.0 1.9 0.218
H -2.47524 -1.59475 1.76686 -1.8 0.6 -0.5 0.240
H 1.04433 -1.69123 -2.79480 0.6 1.1 -1.3 0.215
H -1.64315 0.72798 0.60542 0.0 -0.7 -1.7 0.274
H -1.15393 -0.79815 -0.44486 -0.7 1.7 0.3 0.210
H 1.82118 1.15617 -2.99728 1.1 -1.4 0.4 0.249
S -1.13899 2.70789 5.87252 0.7 -0.2 4.5 2.472
C 1.11782 0.24839 -0.43239 1.3 -0.9 1.9 0.132
O 0.28732 2.82097 6.07739 -1.0 -0.2 -1.1 -0.924
C -0.13577 1.09762 -1.01637 0.4 -1.2 -0.1 -0.466
O -3.91436 -2.15683 -0.60195 0.3 4.6 2.0 -0.578
C 3.41018 -1.07081 -0.54952 -3.3 1.9 -0.2 0.041
S -1.27058 2.17950 3.32568 -0.1 -0.4 -2.0 2.485
F -1.66544 3.92431 6.76339 -0.2 0.1 -0.9 -0.501
H 3.44027 0.20393 -3.19760 -1.6 0.1 0.5 0.233
H 0.68532 -0.55958 -4.21084 1.3 -0.8 0.5 0.246
N -1.70160 3.15970 4.46996 0.4 -0.6 -0.9 -1.164
H 3.59315 -1.71602 -4.17712 -1.3 -0.3 -0.7 0.154
O -1.47722 2.71515 1.99457 -0.3 0.1 1.2 -0.956
```
Forces are in eV/Å.

This record from the Open Molecules 2025 dataset describes C11H44CaN22O11 as an isolated structure at a distorted geometry. The level of theory is wB97M-V/def2-TZVPD.

## Properties
2S+1	1
charge	+2
E_tot	-3155.65518	Eh
frontier orbital gap	10.3	eV
HOMO	-13.8870	eV

The geometry in XYZ format:
```
89
Properties=species:S:1:pos:R:3:forces:R:3:lowdin_charge:R:1
N 3.78152 -3.50502 1.44892 -0.7 0.3 0.1 0.157
O -0.47117 2.63227 -1.91281 -0.7 -0.4 0.2 -0.136
C 1.50824 0.26791 2.72506 1.2 -0.2 0.7 -0.659
H -2.87233 -1.74905 0.67139 0.1 0.7 0.3 0.061
C -0.86608 3.75751 -2.31207 0.4 0.9 -1.3 -0.613
N -0.31365 1.03223 -6.32767 1.9 1.6 0.8 0.178
N -2.09509 -0.30551 -6.20629 -0.5 -0.8 -0.2 0.164
O 2.05505 1.03321 -0.49213 -0.4 0.3 0.5 -0.075
H 0.95002 -6.44854 4.04239 0.3 -0.3 0.8 0.068
H -2.98112 -0.63080 -5.81346 0.7 0.4 -0.3 0.126
H 6.31100 -4.11161 0.99420 -0.6 -0.3 0.4 0.099
Ca -0.37413 1.15046 0.02476 0.1 1.1 0.4 1.455
H -4.97374 0.25647 0.22596 0.0 0.1 -0.6 0.074
O -1.82526 2.58126 1.53371 0.6 0.0 0.8 -0.094
N 3.82597 0.21960 -1.64163 0.7 0.0 -1.3 0.174
C -1.42612 0.73787 -5.66314 -2.0 0.8 1.0 -0.620
N -0.28563 4.81861 -1.73093 0.2 -1.2 1.0 0.209
H 1.86955 0.45089 4.75600 0.3 0.4 0.5 0.098
C 2.70946 0.98537 -1.52931 0.9 -1.2 -1.3 -0.668
H 3.59526 4.85880 0.39535 -0.2 0.1 0.7 0.106
N -3.14116 0.75451 -2.40151 -0.3 0.6 -1.0 0.166
N -3.24330 1.30759 2.65358 -0.3 0.1 1.7 0.218
H 3.49660 0.40119 3.25101 -1.1 0.1 -1.5 0.146
H 0.30324 -3.48092 -2.64104 -0.5 -0.3 1.4 0.099
H 1.05471 4.91502 3.00816 -0.5 0.4 0.8 0.101
N -1.69211 3.86855 -3.36976 1.1 -2.1 1.7 0.209
N -2.09121 2.98321 3.74544 0.7 0.1 0.9 0.197
H -6.23996 -3.28072 1.84020 -0.3 0.2 0.2 0.108
H 1.00900 -3.07250 3.59402 0.2 -1.0 -0.4 0.121
N 0.61069 -2.59229 -2.26592 1.0 0.7 -2.3 0.136
N -0.12506 -2.35451 -0.05165 0.1 -1.9 -1.6 0.191
N -4.84002 0.51657 -0.75994 -0.6 -0.4 0.9 0.185
H 0.22838 0.60907 4.17496 0.1 -0.1 0.5 0.110
H -3.71307 1.14131 -3.20597 1.0 -0.8 1.8 0.139
H 2.74533 5.33483 2.78315 0.0 0.4 0.4 0.114
N 1.19461 0.35458 4.03874 -1.3 -0.1 -0.5 0.179
H -3.50554 0.73756 1.89845 0.1 -0.3 -1.4 0.043
H -3.48106 0.89966 3.51341 -0.5 -0.4 1.2 0.099
H -0.14085 -1.96850 0.86052 -0.2 1.5 0.3 0.069
H 6.54998 -2.72764 0.07751 -0.7 -0.6 0.5 0.122
O 0.93947 3.40607 1.17938 -2.4 -1.4 -0.7 0.002
H -1.71322 -0.75822 -7.04262 -0.6 0.2 0.8 0.121
H 1.44622 -4.39264 4.54807 -0.1 -0.5 0.6 0.094
O -0.12085 -0.56067 -1.51569 0.4 -1.3 0.6 -0.121
O 0.69304 -4.51259 1.47708 -0.2 -1.1 1.6 -0.022
O -1.86981 1.41373 -4.69532 0.9 -1.4 -1.4 -0.041
H 3.90141 -0.51266 -0.95361 0.5 -0.1 0.2 0.051
N 1.93334 4.79068 2.57872 0.9 0.6 0.2 0.198
H 0.11398 -3.34434 0.04992 0.1 0.5 -0.3 0.071
O 4.52243 -1.52837 0.56809 -0.6 1.6 -0.6 0.022
H 1.54693 2.24464 -2.58815 0.1 -0.5 0.2 0.086
H 3.18538 0.12493 1.55306 -0.1 0.0 -0.1 0.072
H -2.72838 3.21716 4.46669 -0.8 -0.3 0.4 0.111
H 2.85939 1.73170 -3.49903 0.7 -0.4 0.0 0.102
C 0.08005 -1.76990 -1.26343 0.0 0.5 -0.5 -0.567
H 0.31577 1.74994 -5.98980 -0.6 -0.1 0.1 0.122
C 4.69882 -2.68759 0.82929 0.3 -3.4 1.1 -0.661
H -5.71013 0.43279 -1.30009 1.3 0.2 -0.2 0.129
C -3.52442 0.55878 -1.11554 -1.8 0.3 -1.9 -0.644
N 2.98851 4.08164 0.62094 0.4 0.5 -0.2 0.174
H -0.02677 0.64009 -7.17897 0.0 -0.8 -1.0 0.095
O -2.66363 0.40056 -0.26039 1.3 -0.4 1.5 -0.113
N 1.17279 -4.08621 3.64776 -0.1 1.9 0.0 0.155
N -3.16864 -2.27776 1.48398 -0.7 0.5 0.1 0.140
H 2.79170 -3.22612 1.40541 0.9 -0.4 0.2 0.085
H -4.84509 -4.13620 1.36056 0.2 -0.1 0.0 0.098
N 5.85682 -3.35987 0.51238 1.5 1.9 -1.3 0.146
H -2.93451 -3.23144 1.29534 0.1 -0.6 0.1 0.070
N 0.55726 -6.25185 3.15716 0.0 1.6 -3.1 0.143
N 2.81824 0.41144 2.44935 1.1 -0.2 1.0 0.199
H -1.73602 2.92234 -3.75544 -0.7 0.5 -1.1 0.055
H 0.53837 -7.04688 2.49025 0.1 1.2 0.7 0.119
C 1.87685 4.10708 1.44615 2.1 -0.5 -1.3 -0.691
C 0.80131 -4.91379 2.64815 -0.2 -1.8 0.0 -0.584
H -1.95693 4.71040 -3.80028 -0.3 0.8 -0.5 0.106
O -5.08317 -0.98120 1.91259 1.2 -2.1 -0.1 -0.012
O 0.62096 0.03123 1.90445 -0.7 0.2 -0.9 -0.103
H -1.43037 3.68950 3.57861 0.8 0.9 -0.2 0.089
H 4.34963 0.12445 -2.55553 -1.2 0.1 1.8 0.145
H 0.99857 -2.14748 -3.15028 -1.0 0.2 2.1 0.133
H -0.25805 5.79151 -1.86694 -0.6 0.9 -0.6 0.107
N 2.32264 1.58556 -2.67067 -1.5 1.8 -0.2 0.185
H -2.11895 0.84394 -2.48336 -0.9 0.0 -0.4 0.065
C -4.54990 -2.10220 1.74687 -0.7 0.6 -1.1 -0.570
N -5.25696 -3.27831 1.66544 0.3 1.0 0.5 0.170
H 0.13110 4.43666 -0.91081 0.7 0.5 0.9 0.076
C -2.35977 2.29840 2.63648 -0.3 -0.5 -3.7 -0.647
H 2.89882 3.47323 -0.17125 -0.3 -0.3 0.0 0.074
H 3.99483 -4.49066 1.62339 -0.3 0.8 -0.4 0.113
```
Forces are in eV/Å.